Molecular formula: C13H24ClN5O
Method: DFT, ωB97M-V/def2-TZVPD

Cartesian coordinates (Å):
1 C 3.61675 2.36646 -0.97278
2 C 4.73452 1.33010 -0.96829
3 C 4.27340 -0.05793 -1.41755
4 C 3.19387 -0.69350 -0.54098
5 C 3.65834 -0.96395 0.88838
6 C 2.58964 -1.69978 1.70088
7 N 1.39927 -0.90444 1.87121
8 C 0.27757 -1.07704 1.16739
9 N 0.17832 -2.16893 0.38318
10 C -0.95933 -2.25975 -0.25320
11 Cl -1.14367 -3.61187 -1.28595
12 N -1.98023 -1.43830 -0.20245
13 C -1.80104 -0.38403 0.61879
14 N -2.77966 0.50949 0.79372
15 C -4.08134 0.57692 0.14635
16 C -4.91918 1.58917 0.93017
17 C -4.77030 -0.78998 0.18951
18 C -3.93020 1.07320 -1.31555
19 O -2.85467 0.51394 -2.01106
20 N -0.68395 -0.16762 1.31445
21 H 4.01619 3.35284 -0.74679
22 H 3.13914 2.40544 -1.94931
23 H 2.85827 2.13173 -0.23027
24 H 5.52279 1.66037 -1.64938
25 H 5.17471 1.27107 0.02890
26 H 5.14158 -0.72157 -1.44335
27 H 3.88681 0.01798 -2.43651
28 H 2.31089 -0.05327 -0.52419
29 H 2.89408 -1.64124 -0.99344
30 H 3.89903 -0.02433 1.38984
31 H 4.56138 -1.57684 0.86925
32 H 2.98207 -1.95380 2.69088
33 H 2.28662 -2.61288 1.18725
34 H 1.46430 -0.03968 2.38611
35 H -2.50897 1.29665 1.36334
36 H -5.06698 1.24488 1.95101
37 H -5.89173 1.70871 0.46089
38 H -4.43025 2.56079 0.95435
39 H -4.81039 -1.14889 1.21523
40 H -4.22956 -1.52062 -0.40330
41 H -5.78482 -0.70106 -0.19014
42 H -3.75205 2.15340 -1.32173
43 H -4.87764 0.87892 -1.84222
44 H -2.80359 -0.43074 -1.80263

E_LUMO ... 0.79 eV
E_tot ... -1319.03519 Ha
Frontier orbital gap ... 9.93 eV
Relative energy (zero: lowest compared OMol25 entry of this formula, charge and spin) ... 3.1 kcal/mol
Largest force on an atom ... 0.660 eV/A
SMILES string ... CCCCCCNc1nc(Cl)nc(NC(C)(C)CO)n1